Molecular formula: C23H72O18
Method: DFT, ωB97M-V/def2-TZVPD

XYZ file:
```
113
Properties=species:S:1:pos:R:3:forces:R:3:mulliken_charge:R:1
C 22.563270 -4.975279 1.237401 0.803 0.984 0.602 -0.771
O 23.359702 -3.876902 0.791375 -0.083 -0.145 -0.236 -0.095
H 23.196988 -5.682568 1.780023 -0.140 -0.312 -0.206 0.301
H 21.827571 -4.596879 1.954690 -0.386 -0.284 -0.217 0.208
H 22.112550 -5.418487 0.355979 -0.150 -0.159 0.102 0.238
H 23.652425 -3.369390 1.564827 -0.035 -0.145 0.090 0.253
C 23.494898 2.522401 -1.803294 0.595 0.148 -0.725 -0.599
O 23.415483 1.197962 -2.325758 -0.465 0.130 0.353 -0.380
H 23.583107 3.211508 -2.647271 -0.341 0.186 0.143 0.379
H 22.616250 2.747466 -1.207315 -0.036 -0.035 0.008 -0.026
H 24.410635 2.683892 -1.225437 -0.111 -0.262 0.235 0.274
H 23.779677 1.203109 -3.220486 0.307 0.068 0.079 0.241
C 20.178073 -1.216404 4.285029 -0.291 0.237 -0.138 -0.242
O 20.804642 -2.486573 4.113543 -0.119 0.128 0.190 -0.470
H 20.710706 -0.574168 4.991102 0.187 -0.086 -0.074 0.234
H 20.138055 -0.745265 3.304394 0.102 0.059 0.026 -0.175
H 19.144496 -1.308795 4.629275 0.017 -0.168 0.004 0.448
H 20.564503 -3.017307 4.879252 0.202 -0.138 -0.062 0.249
C 24.323875 -1.473337 3.917807 -0.521 0.112 1.109 0.478
C 24.568348 -1.815810 5.385029 0.235 0.246 -0.454 -0.688
O 25.569678 -2.817252 5.504010 0.074 0.071 0.190 -0.606
O 23.646064 -2.580482 3.327658 0.374 0.028 -0.740 -0.386
H 25.286228 -1.242371 3.462391 -0.030 -0.587 -0.360 -0.276
H 23.742537 -0.548666 3.828602 -0.144 -0.078 0.120 0.149
H 23.646237 -2.185177 5.841188 -0.144 0.314 0.051 0.325
H 24.916765 -0.914017 5.890975 0.035 -0.143 0.181 0.333
H 25.154728 -3.665510 5.325220 0.048 0.002 -0.142 0.332
H 22.697843 -2.488786 3.502100 -0.071 -0.001 0.186 0.111
C 21.656495 2.753167 4.500145 -0.656 -0.423 0.374 0.388
C 21.418934 2.138833 5.879650 1.528 0.794 0.027 -0.750
O 22.387884 1.125239 6.156158 -0.629 -0.137 -0.229 -0.430
O 22.931426 3.397206 4.414769 -0.393 -0.100 0.123 -0.582
H 20.879694 3.497655 4.311367 -0.124 -0.177 -0.145 0.550
H 21.580932 1.928687 3.784905 0.186 0.250 -0.296 -0.410
H 20.413602 1.735070 5.957649 0.024 -0.168 0.035 0.370
H 21.587064 2.932358 6.617129 -0.528 0.053 0.086 0.357
H 23.252381 1.547164 6.111582 0.107 -0.181 0.036 0.257
H 22.756008 4.304039 4.155744 0.302 0.073 0.013 0.289
C 21.235004 -3.125954 -1.499201 -0.658 0.497 -0.299 -0.015
C 22.531719 -3.154049 -2.272717 0.242 -0.499 0.768 0.703
O 22.393985 -3.698952 -3.577665 -0.478 0.068 -0.137 -0.612
O 20.327744 -2.273031 -2.207526 -0.065 0.150 0.020 -0.638
H 21.395695 -2.721694 -0.497366 0.259 -0.286 0.026 -0.153
H 20.797658 -4.125753 -1.391585 0.092 -0.104 -0.038 0.594
H 23.271193 -3.736238 -1.714054 -0.017 0.178 0.095 0.295
H 22.914545 -2.136688 -2.336903 -0.049 -0.210 -0.288 -1.026
H 22.092818 -4.608715 -3.515554 -0.012 -0.015 0.037 0.334
H 19.534739 -2.078798 -1.673527 0.368 -0.322 0.108 0.204
C 23.579973 -0.299573 0.712350 0.548 0.384 0.237 0.281
C 22.142482 -0.622412 1.077415 0.961 -1.188 0.398 0.591
O 21.222436 -0.157394 0.122229 -0.077 0.308 0.224 1.042
O 23.907727 -0.816265 -0.568990 -0.304 0.291 0.290 0.287
H 24.282270 -0.719502 1.436664 -0.248 -0.412 -0.001 -0.224
H 23.815454 0.771648 0.779718 -0.406 0.133 -0.311 0.015
H 21.922620 -0.325538 2.106389 -0.270 0.786 -0.264 -0.726
H 22.112134 -1.715878 1.168286 -0.169 -0.042 -0.313 -0.605
H 21.318360 -0.721455 -0.655860 -0.090 0.076 -0.157 -0.465
H 23.629132 -0.139220 -1.219282 0.304 -0.055 -0.146 0.054
C 23.947293 -0.947165 -4.670223 -0.551 -0.020 -0.119 0.913
C 25.318566 -0.296653 -4.665725 0.330 -0.459 -0.564 -0.452
O 25.180995 1.122401 -4.514051 -0.295 -0.199 0.338 -0.571
O 24.069831 -2.308881 -5.014850 0.702 0.646 -0.394 -0.605
H 23.274399 -0.424935 -5.363946 0.194 0.118 -0.146 0.269
H 23.478357 -0.837830 -3.685517 0.160 0.017 0.023 -0.796
H 25.837737 -0.494224 -5.607257 -0.225 -0.154 -0.098 0.433
H 25.927919 -0.770087 -3.890961 -0.028 0.343 0.255 0.187
H 25.884309 1.570046 -4.985518 0.045 -0.019 0.024 0.311
H 23.251030 -2.769895 -4.798030 -0.008 -0.166 0.294 0.383
C 20.114692 3.038292 0.310380 0.641 0.714 0.302 0.054
C 18.880779 3.815244 -0.152919 0.478 -0.196 -0.018 -0.413
O 19.149715 4.498044 -1.367172 -0.140 -0.313 0.115 -0.595
H 20.891737 3.802497 0.431838 0.023 -0.044 0.271 0.441
H 20.591014 2.330639 -0.368346 -0.704 -0.218 -0.275 -0.509
H 19.986682 2.536763 1.273557 -0.156 0.007 -0.025 0.140
H 18.662786 4.591834 0.582980 -0.067 -0.102 0.088 0.409
H 17.998849 3.173646 -0.229416 -0.051 0.032 -0.165 0.125
H 18.935838 3.876102 -2.075630 -0.197 0.430 -0.183 0.277
C 16.961825 0.237767 0.183180 1.195 0.174 0.203 -1.202
C 18.126061 -0.672689 0.625794 -0.743 0.229 -0.049 0.357
O 18.277196 -1.802668 -0.239866 0.213 -0.098 0.149 -0.467
H 16.941916 0.369571 -0.888257 -0.491 -0.687 -0.180 0.486
H 17.240010 1.259477 0.459667 -0.585 -0.040 0.746 0.170
H 16.025447 -0.127857 0.593566 -0.188 0.371 -0.066 0.419
H 17.927832 -0.979389 1.659403 0.078 -0.256 -0.063 0.457
H 19.088355 -0.165645 0.645989 -0.078 0.005 -0.318 -0.203
H 17.582189 -2.446756 -0.079675 -0.071 0.082 0.042 0.230
C 27.915125 -3.866645 -0.010424 0.174 0.135 -0.189 -1.495
C 26.667232 -3.065685 0.309285 0.020 -0.104 0.207 0.637
O 26.159064 -2.523883 -0.895770 0.035 0.136 0.203 -0.570
H 28.475363 -4.178368 0.872049 -0.283 -0.118 0.138 0.375
H 28.622599 -3.298723 -0.618300 -0.178 0.154 -0.053 0.349
H 27.616671 -4.740290 -0.590940 0.135 -0.081 0.049 0.340
H 26.847907 -2.265777 1.041427 0.264 -0.004 -0.072 -0.006
H 25.933115 -3.736416 0.772919 -0.050 0.017 -0.057 0.051
H 25.462449 -1.890732 -0.656312 -0.124 -0.141 -0.344 0.205
C 18.750263 0.597664 -2.471936 1.062 -0.486 0.370 0.744
C 19.219478 1.802135 -3.242234 -1.069 0.141 -0.283 -0.459
O 18.120485 2.755994 -3.344275 0.697 -0.227 -0.114 -0.654
H 18.620950 0.788066 -1.405435 0.194 0.387 -0.367 -1.113
H 19.545297 -0.146489 -2.528120 -0.029 -0.172 -0.063 0.041
H 17.835602 0.131946 -2.837417 0.001 0.213 -0.300 0.707
H 19.534975 1.538717 -4.254459 0.093 -0.079 0.068 0.517
H 20.056504 2.307340 -2.760671 -0.032 -0.047 0.084 -0.161
H 17.651389 2.508983 -4.144591 -0.221 0.249 0.054 0.341
C 27.174894 1.180003 3.459934 0.424 -0.121 0.529 -1.227
C 25.916089 2.029270 3.425252 0.231 -0.337 -0.199 0.293
O 25.134971 1.732974 4.568338 -0.035 -0.248 0.474 -0.495
H 27.712556 1.358129 4.394928 0.019 0.186 -0.058 0.319
H 27.861790 1.382334 2.637722 -0.159 0.200 -0.083 0.373
H 27.003762 0.102300 3.459890 -0.400 0.067 -0.148 0.249
H 25.361574 1.798832 2.507145 -0.105 0.170 0.012 -0.173
H 26.183505 3.089612 3.427940 0.031 0.009 -0.147 0.441
H 24.471564 2.425417 4.704438 0.161 0.010 -0.494 0.309
```
Forces are in eV/Å.

The value obtained for the lowest unoccupied orbital energy is 0.183 eV. The HOMO-LUMO gap is 0.340 Eh. The HOMO energy comes out at -9.062 eV.

Molecular formula: C23H74CrN5O12
Method: DFT, ωB97M-V/def2-TZVPD

XYZ file:
```
115
Properties=species:S:1:pos:R:3:forces:R:3:mulliken_spin:R:1
Cr 1.747729 3.517051 -3.791541 -2.237 -2.944 0.957 4.069
C 0.185502 0.388318 -1.396871 3.367 0.201 -0.253 -0.002
C 0.039950 0.907862 -2.845934 -1.999 -0.106 1.040 -0.004
C -1.244417 1.753590 -2.817122 -0.081 0.694 -0.637 0.000
O 1.150539 1.579512 -3.392955 1.174 1.978 -0.366 -0.109
H -0.620648 -0.200791 -0.984397 -0.439 0.345 -0.047 0.000
H 0.562070 1.207001 -0.767407 -1.072 0.174 0.217 -0.002
H 1.108701 -0.219114 -1.279176 -0.518 -0.361 -0.597 -0.002
H -0.205471 0.034855 -3.457442 0.309 -0.038 -0.313 0.007
H -1.160284 2.660923 -2.202585 0.266 -0.204 0.068 0.006
H -2.089747 1.197621 -2.415929 0.095 -0.243 0.014 0.001
H -1.530763 2.090942 -3.820562 0.081 -0.272 0.191 -0.008
C 3.471294 -2.263497 -0.044495 -0.205 -0.523 0.243 0.000
C 3.969852 -3.326960 0.917009 -0.635 -0.309 0.594 0.000
C 5.389217 -3.102707 1.319179 0.799 0.587 -0.491 0.000
O 5.859599 -4.219915 2.025026 -0.352 -0.251 -0.006 0.000
C 7.236284 -4.214571 2.258205 0.870 1.188 0.301 0.000
N 3.101822 -3.337268 2.137928 0.465 -0.677 -0.587 0.000
H 3.941145 -2.362400 -1.020962 -0.008 0.199 -0.041 0.000
H 3.625350 -1.270654 0.382563 0.065 0.031 -0.108 0.000
H 2.392981 -2.415808 -0.151132 0.016 0.190 -0.216 0.000
H 3.941756 -4.342005 0.496132 -0.041 0.265 -0.495 0.000
H 5.472960 -2.165481 1.897882 0.009 -0.261 0.182 0.000
H 6.001036 -2.951130 0.411125 -0.102 -0.091 0.059 0.000
H 7.883145 -4.407774 1.387932 -0.527 -0.457 -0.121 0.000
H 7.446126 -4.902888 3.068742 0.071 -0.199 -0.077 0.000
H 7.577859 -3.206672 2.569342 -0.254 -0.259 0.238 0.000
H 3.419193 -4.184525 2.621410 -0.236 0.410 0.277 0.000
H 2.172433 -3.583040 1.791024 0.057 0.086 0.263 0.000
C -1.290603 -4.425584 -0.152552 -0.030 -0.460 1.270 0.000
C -0.127865 -5.286257 -0.667762 0.010 1.364 0.221 0.000
C -0.582977 -6.618648 -1.154591 -0.916 -0.462 -0.291 0.000
O 0.524528 -7.452967 -1.319082 0.470 -0.341 0.087 0.000
C 0.134925 -8.786504 -1.587689 0.044 0.065 0.451 0.000
N 0.552211 -4.589851 -1.767429 0.820 0.543 -0.136 0.000
H -0.953268 -3.533228 0.390994 0.257 0.246 -0.736 0.000
H -1.730088 -4.951174 0.713049 -0.221 -0.218 -0.523 0.000
H -2.079319 -4.186202 -0.862877 0.149 0.015 -0.163 0.000
H 0.498015 -5.424963 0.232210 0.196 -0.259 -0.373 0.000
H -1.117547 -6.558143 -2.118431 0.037 0.379 0.094 0.000
H -1.330385 -7.023080 -0.449125 0.364 -0.187 0.104 0.000
H -0.337083 -8.878752 -2.570100 -0.176 -0.003 0.091 0.000
H -0.528955 -9.102875 -0.772757 -0.184 -0.218 -0.340 0.000
H 1.009201 -9.430882 -1.556220 0.173 0.155 -0.075 0.000
H 1.396788 -5.058667 -2.103029 -0.521 -0.516 0.180 0.000
H 0.941585 -3.689228 -1.484338 -0.503 -0.061 0.224 0.000
C -5.363825 8.168276 0.648005 -1.051 0.824 0.546 0.000
C -4.317259 7.163079 0.302521 0.921 0.115 -0.856 0.000
C -4.935723 5.885035 -0.214828 -0.152 0.225 -0.344 0.000
O -3.923655 4.897132 -0.300135 0.127 -0.691 -0.001 0.000
C -4.175427 3.864719 -1.241090 -0.226 0.449 -0.296 0.000
N -3.459224 7.732654 -0.788596 0.206 -0.476 0.750 0.000
H -4.970696 9.157624 0.898057 0.325 -0.172 -0.042 0.000
H -5.966951 7.882287 1.516417 0.126 -0.197 -0.086 0.000
H -6.066692 8.352027 -0.169278 0.140 -0.223 -0.133 0.000
H -3.692753 6.903889 1.168791 -0.197 0.096 0.062 0.000
H -5.322122 6.073598 -1.225678 -0.165 0.075 0.156 0.000
H -5.758977 5.586501 0.449025 0.117 -0.253 -0.118 0.000
H -5.233615 3.577641 -1.254499 0.122 -0.019 0.053 0.000
H -3.573346 2.985593 -1.014741 0.051 0.110 0.255 0.000
H -3.898589 4.205086 -2.254838 -0.154 -0.039 0.160 0.000
H -2.699427 7.061415 -0.933203 -0.225 0.181 -0.015 0.000
H -2.996977 8.555651 -0.399568 -0.131 -0.081 -0.206 0.000
C -1.799571 -3.650012 3.589908 -1.029 -0.349 1.222 0.000
C -0.332006 -3.394746 3.828002 0.339 -1.219 -0.642 0.000
C 0.033091 -1.992817 4.226898 1.169 0.643 0.446 0.000
O -0.215088 -1.002699 3.272408 -1.663 1.087 0.046 0.000
C 0.649691 -0.979153 2.184661 0.594 -0.814 0.278 0.000
N 0.207067 -4.294920 4.862496 0.215 0.170 -0.116 0.000
H -2.414323 -3.345417 4.449363 0.199 0.498 -0.170 0.000
H -2.040233 -4.720824 3.592205 0.440 -0.015 -0.511 0.000
H -2.191085 -3.197633 2.683984 0.071 0.124 -0.045 0.000
H 0.136774 -3.655073 2.863539 0.212 0.354 -0.005 0.000
H 1.107149 -1.903160 4.459253 0.075 -0.573 0.014 0.000
H -0.447113 -1.700985 5.160817 -0.453 -0.069 -0.133 0.000
H 1.675616 -0.803511 2.528063 0.105 -0.019 -0.176 0.000
H 0.366055 -0.211999 1.470367 -0.272 0.087 0.075 0.000
H 0.605500 -1.971301 1.732257 0.300 0.122 -0.617 0.000
H 0.094473 -5.264448 4.577555 -0.164 0.131 0.058 0.000
H 1.216070 -4.145314 4.893359 -0.192 -0.049 0.195 0.000
C -0.575692 3.211037 0.774433 -0.317 0.314 0.172 0.003
C -0.964414 3.824801 2.112358 -1.481 1.404 0.009 0.000
C 0.198104 4.306984 2.936880 0.189 0.413 0.319 0.000
O 1.099058 3.307323 3.312126 0.196 -0.206 0.030 0.000
C 0.608706 2.373388 4.261640 -0.212 0.192 -0.041 0.000
N -1.828853 5.026940 1.777202 -0.773 -0.316 -0.050 0.000
H 0.375948 2.680279 0.705813 -0.149 -0.349 0.763 -0.003
H -0.488535 4.034783 0.057201 -0.461 -0.067 -0.085 0.000
H -1.421587 2.554764 0.577694 0.330 -0.208 -0.927 0.000
H -1.694622 3.196500 2.641136 1.015 -0.607 0.284 0.000
H -0.149487 4.871770 3.816667 -0.116 -0.192 -0.005 0.000
H 0.788918 5.021030 2.353193 -0.159 -0.011 -0.152 0.000
H 0.031783 2.856065 5.063063 0.180 0.148 -0.075 0.000
H 1.498131 1.921187 4.689112 -0.131 -0.307 0.063 0.000
H -0.052180 1.632802 3.799913 0.227 -0.136 0.024 0.000
H -2.253648 5.452821 2.610064 0.842 -0.198 0.182 0.000
H -2.710612 4.669830 1.356889 1.006 0.213 -0.325 0.000
O -0.207381 4.318493 -4.311359 -0.319 -0.148 -0.319 0.015
H -0.891526 3.768266 -4.804470 0.839 0.274 0.020 0.002
H -0.702016 5.000759 -3.832377 0.249 -0.158 -0.068 0.003
O -1.766384 2.866446 -6.041569 -0.399 -0.079 0.092 0.000
H -1.599591 2.065835 -6.563524 0.128 0.212 0.182 0.000
H -2.699753 2.805408 -5.784834 0.216 0.001 -0.213 0.000
O 3.455763 -0.353236 -3.150444 -0.302 0.503 0.004 0.000
H 4.085304 0.187022 -2.657425 -0.078 -0.169 -0.029 -0.001
H 2.696160 0.241464 -3.318324 0.402 -0.313 0.146 0.003
O 1.657878 0.390068 -5.965946 -0.353 0.236 0.322 0.002
H 1.319389 0.608624 -5.073144 0.309 0.015 -0.490 -0.004
H 2.089350 1.193573 -6.276243 0.028 -0.189 -0.044 0.002
O -0.667502 -3.602328 -4.356207 -0.118 0.002 0.300 0.000
H -0.719376 -4.007724 -3.467860 0.370 0.150 -0.385 0.000
H 0.280213 -3.552453 -4.529595 -0.166 -0.068 0.049 0.000
O 1.632983 3.850742 -1.703910 0.602 0.619 0.738 0.012
H 2.048178 4.593061 -1.227883 -0.237 -0.269 -0.108 0.004
H 1.406108 3.202013 -1.007028 -0.048 0.065 -0.566 0.007
```
Forces are in eV/Å.

The value obtained for the lowest unoccupied orbital energy (spin up / spin down) is -5.139 / -4.897 eV. The HOMO-LUMO gap (spin up / spin down) is 0.210 / 0.219 Eh. The HOMO energy (spin up / spin down) comes out at -10.854 / -10.854 eV. The net charge is +1. Its spin multiplicity is 5.